[1]
Entry from the Open Molecules 2025 dataset: a cluster of 2 separate species, C4H6INO in total in a non-equilibrium geometry (ωB97M-V/def2-TZVPD).

Each line ends with the Löwdin charge.
Atoms and positions in Å:
C  0.659  1.137  0.882  0.0679
C  0.513  0.231  -0.052  -0.3864
C  0.910  0.355  -1.476  -0.0312
C  -0.065  -0.937  0.501  -0.0555
N  -0.290  -2.043  0.740  -0.1288
O  -0.603  -3.125  1.063  0.0347
H  1.278  1.886  0.666  0.0257
H  0.312  1.042  1.922  0.0986
H  1.617  1.193  -1.415  0.0871
H  0.138  0.531  -2.257  0.1028
H  1.534  -0.484  -1.654  0.0728
I  -3.319  0.343  -0.154  0.4438
H  -2.683  -0.130  1.234  -0.3316

Calculated values
Net charge: 0
Energy relative to the best compared isomer or geometry (same formula, charge and spin) (kJ/mol): 427.24
Electronic energy (eV): -15879.3896
SMILES: C=C(C)C#[N+][O-].I
Highest occupied orbital energy (eV): -8.96
Multiplicity: 1
Max |F| (eV/A): 4.205
HOMO-LUMO gap (eV): 9.4


[2]
Entry from the Open Molecules 2025 dataset: a cluster of 2 separate species, C4H6INO3S in total in a non-equilibrium geometry (ωB97M-V/def2-TZVPD).

Each line ends with the Löwdin charge.
Atoms and positions in Å:
C  0.509  0.728  -0.513  -0.5409
C  1.396  -2.146  -0.419  0.0200
C  0.969  -0.092  0.562  -0.1257
C  -1.722  1.782  1.093  -0.6829
N  1.447  -1.291  0.542  -0.0554
O  0.251  0.163  -1.779  -0.0603
O  0.115  1.860  -0.355  -0.0201
O  -1.295  0.896  1.754  -0.0887
S  -2.906  1.495  -0.296  0.2712
I  -2.709  -0.849  -0.644  0.5161
H  1.735  -3.156  -0.243  0.0755
H  1.176  -1.719  -1.369  0.0627
H  0.890  0.469  1.502  0.1293
H  -1.404  2.877  1.133  0.1162
H  -0.288  0.577  -2.518  0.1402
H  1.837  -1.593  1.551  0.2429

Calculated values
Net charge: 0
Energy relative to the best compared isomer or geometry (same formula, charge and spin) (kJ/mol): 55.24
Electronic energy (eV): -30810.9255
Highest occupied orbital energy (eV): -7.62
Multiplicity: 1
Max |F| (eV/A): 4.716
HOMO-LUMO gap (eV): 7.1


[3]
Entry from the Open Molecules 2025 dataset: a structure of composition C4H6InO2 in a non-equilibrium geometry (ωB97M-V/def2-TZVPD).

Each line ends with the Löwdin charge.
Atoms and positions in Å:
C  -0.193  -2.386  -2.056  -0.1943
O  -0.273  -3.467  -2.836  0.2100
H  -1.078  -1.754  -2.128  0.2229
H  0.586  -3.877  -2.999  0.1667
C  2.150  0.371  -1.782  0.3668
C  1.246  -0.410  -1.188  0.1419
C  1.055  -1.838  -1.530  -0.0807
O  0.162  -2.596  -0.631  -0.2416
In  0.356  -3.943  0.556  1.6794
H  2.819  -0.009  -2.557  0.1623
H  0.571  -0.010  -0.427  0.1892
H  2.506  1.222  -1.181  0.1748
H  1.965  -2.408  -1.744  0.2026

Calculated values
Net charge: +3
Energy relative to the best compared isomer or geometry (same formula, charge and spin) (kJ/mol): 53.90
Electronic energy (eV): -13472.0926
Highest occupied orbital energy (alpha / beta) (eV): -25.42 / -24.88
Multiplicity: 1
Max |F| (eV/A): 7.794
HOMO-LUMO gap (alpha / beta) (eV): 7.5 / 7.1


- Which value of max |F| does entry 2 give?
  4.716 eV/A


- Which value of max |F| does entry 2 give?
  4.716 eV/A